Entry from OMol25: 3 unconnected molecules or ions with the total composition C13H32N7O2 (ωB97M-V/def2-TZVPD).

Last column: natural (NBO) charge in e.
Cartesian coordinates (Å):
C: -1.301 -0.015 -1.128  -0.711
C: 0.291 -0.372 -1.345  0.271
N: 0.853 -0.185 -2.584  -0.563
C: 1.242 -1.004 -0.122  -0.294
N: 0.486 -2.262 0.340  -0.588
C: 0.000 -2.364 1.624  0.602
N: -0.798 -3.553 2.157  -0.433
C: -1.111 -3.133 3.577  0.249
N: -0.499 -1.790 3.911  -0.383
N: 0.137 -1.367 2.754  -0.417
H: -1.404 0.935 -0.436  0.239
H: -1.825 0.251 -2.162  0.285
H: -1.936 -0.879 -0.658  0.231
H: 1.852 -0.477 -2.484  0.332
H: 2.340 -1.221 -0.463  0.254
H: 1.291 -0.167 0.704  0.227
H: 0.286 -3.068 -0.307  0.467
H: -1.725 -3.652 4.428  0.284
H: -0.493 -1.211 4.780  0.469
H: 0.644 -0.433 2.787  0.465
C: -3.051 -1.237 -7.502  -0.616
C: -2.497 -1.416 -6.091  -0.081
C: -3.462 -0.929 -4.985  -0.073
O: -3.499 0.493 -4.823  -0.558
C: -4.365 1.163 -5.727  -0.250
N: -1.192 -0.746 -6.001  -0.821
H: -3.032 -0.195 -7.834  0.205
H: -2.452 -1.810 -8.222  0.225
H: -4.082 -1.599 -7.568  0.205
H: -2.342 -2.491 -5.941  0.187
H: -3.102 -1.323 -4.027  0.168
H: -4.472 -1.332 -5.124  0.170
H: -5.258 0.575 -5.958  0.173
H: -3.826 1.416 -6.642  0.171
H: -4.680 2.101 -5.261  0.191
H: -0.788 -0.940 -5.083  0.351
H: -1.369 0.263 -5.976  0.357
C: 3.765 2.898 6.421  -0.618
C: 4.363 1.953 5.382  -0.085
C: 3.646 2.009 4.013  -0.079
O: 2.399 1.309 3.976  -0.578
C: 1.295 2.053 4.466  -0.250
N: 4.377 0.588 5.928  -0.809
H: 2.810 2.540 6.817  0.196
H: 4.444 3.003 7.276  0.235
H: 3.608 3.896 5.999  0.209
H: 5.402 2.268 5.222  0.204
H: 4.286 1.506 3.278  0.187
H: 3.525 3.041 3.663  0.177
H: 1.377 3.119 4.233  0.195
H: 1.192 1.904 5.543  0.178
H: 0.387 1.666 3.993  0.154
H: 4.855 -0.024 5.265  0.351
H: 3.411 0.247 5.917  0.342

DFT total energy	-28512.812	eV
charge	+1